No. 1
Here is a structure of composition C42H40BF4N4O3P2ReS3 from OMol25. Energies are from ωB97M-V/def2-TZVPD.

```
100
Properties=species:S:1:pos:R:3:forces:R:3:mulliken_charge:R:1
Re -0.332 1.324 -0.098 -0.367 1.495 0.555 1.862
C -1.819 4.288 -0.734 -0.015 0.098 -0.010 -1.546
C -0.928 3.718 0.309 -0.059 -1.074 -0.383 0.442
N 0.268 3.239 -0.085 0.626 0.293 0.274 0.130
N 1.453 3.634 0.511 -0.204 -0.177 -0.286 -0.812
C 2.338 2.712 0.498 0.086 0.081 0.033 0.399
S 1.888 1.103 -0.023 0.580 -0.161 0.106 -0.267
S 4.013 3.069 0.934 0.012 -0.149 -0.050 -0.121
C 3.839 3.477 2.706 -0.041 0.180 0.017 -1.027
C 4.267 2.410 3.676 -0.032 -0.103 -0.017 0.916
C 3.492 2.152 4.801 -0.007 0.011 -0.035 -0.277
C 3.916 1.243 5.760 -0.015 -0.034 -0.011 -0.552
C 5.117 0.569 5.595 -0.036 -0.040 -0.001 -0.515
C 5.887 0.804 4.462 -0.002 0.007 -0.002 -0.715
C 5.464 1.720 3.511 0.038 -0.018 -0.005 -0.314
C -1.246 3.726 1.729 -0.128 0.162 0.112 0.973
C -1.825 4.812 2.391 0.125 0.007 -0.081 -0.785
C -2.084 4.733 3.743 0.007 -0.052 0.023 -0.847
C -1.798 3.556 4.437 -0.022 0.040 0.063 -0.507
C -1.275 2.452 3.793 0.012 -0.007 -0.113 -0.813
C -1.013 2.539 2.430 -0.147 0.148 0.147 0.251
O -0.594 1.444 1.767 0.116 -0.428 -0.082 0.358
H -1.500 5.326 -0.883 -0.058 0.009 0.020 0.517
H -1.671 3.772 -1.682 0.002 0.004 -0.007 0.202
H -2.864 4.259 -0.443 -0.016 -0.026 0.017 0.320
H 4.458 4.367 2.836 0.000 -0.005 0.002 0.464
H 2.808 3.783 2.877 0.009 -0.002 -0.028 0.283
H 2.549 2.670 4.931 -0.004 0.004 -0.003 0.324
H 3.302 1.061 6.633 0.017 -0.010 -0.005 0.396
H 5.458 -0.132 6.346 -0.012 0.010 0.004 0.410
H 6.829 0.287 4.329 0.005 0.003 0.000 0.403
H 6.077 1.902 2.636 -0.022 0.005 -0.005 0.331
H -2.044 5.717 1.838 -0.012 0.004 0.020 0.485
H -2.519 5.574 4.264 0.001 0.010 -0.014 0.439
H -2.014 3.497 5.496 -0.001 0.003 -0.007 0.471
H -1.087 1.517 4.301 0.002 0.003 0.001 0.520
O -0.438 0.990 -2.113 -0.393 0.101 -0.207 0.272
P -0.377 -0.133 -3.142 0.072 -0.026 0.075 0.651
C 0.216 -1.646 -2.331 -0.033 -0.011 0.000 -1.285
P -0.629 -1.984 -0.749 0.287 0.020 -0.044 0.441
O -0.548 -0.716 0.081 -0.345 -0.186 -0.039 -0.063
C 0.281 -3.292 0.046 -0.018 -0.021 0.014 0.580
C -0.351 -4.473 0.427 -0.001 -0.067 -0.064 -0.544
C 0.377 -5.467 1.064 -0.006 -0.015 0.002 -0.867
C 1.727 -5.281 1.319 0.005 0.006 -0.005 -0.563
C 2.356 -4.093 0.961 0.000 -0.039 -0.027 -0.583
C 1.635 -3.097 0.330 0.042 0.084 0.029 -0.528
C -2.290 -2.521 -1.069 0.002 -0.034 0.024 0.655
C -3.291 -2.066 -0.219 -0.033 0.061 0.043 -0.659
C -4.596 -2.504 -0.405 0.006 0.058 -0.004 -0.598
C -4.889 -3.392 -1.425 -0.006 -0.021 -0.037 -0.640
C -3.883 -3.856 -2.270 -0.049 0.007 0.001 -0.689
C -2.583 -3.426 -2.093 0.041 0.027 -0.027 -0.298
C 0.814 0.318 -4.389 0.031 -0.129 -0.004 0.896
C 1.379 -0.634 -5.238 0.009 -0.030 -0.023 -0.398
C 2.291 -0.240 -6.203 0.004 0.021 -0.002 -0.826
C 2.642 1.099 -6.316 0.009 -0.018 -0.013 -0.516
C 2.089 2.044 -5.465 0.002 0.014 0.006 -0.804
C 1.175 1.658 -4.497 -0.012 0.036 -0.001 -0.475
C -1.980 -0.466 -3.838 0.065 -0.001 -0.121 0.760
C -2.100 -1.304 -4.950 0.054 0.025 -0.044 -0.806
C -3.354 -1.595 -5.453 -0.049 -0.014 0.029 -0.765
C -4.485 -1.066 -4.838 0.009 -0.042 -0.037 -0.617
C -4.365 -0.242 -3.731 -0.010 0.015 0.036 -0.643
C -3.109 0.073 -3.233 -0.005 -0.074 0.146 0.140
H 1.274 -1.490 -2.098 0.009 -0.032 0.020 0.722
H 0.138 -2.509 -2.996 -0.018 0.026 -0.023 0.762
H -1.404 -4.621 0.221 0.013 0.011 0.016 0.439
H -0.111 -6.388 1.354 0.006 0.001 0.001 0.447
H 2.295 -6.064 1.806 0.000 -0.001 -0.004 0.446
H 3.404 -3.939 1.182 -0.014 0.005 0.002 0.431
H 2.123 -2.157 0.094 -0.024 0.010 -0.012 0.084
H -3.068 -1.361 0.571 0.011 0.006 -0.010 0.468
H -5.377 -2.128 0.241 -0.004 -0.005 0.009 0.459
H -5.907 -3.727 -1.572 0.005 0.000 0.002 0.414
H -4.119 -4.550 -3.066 0.003 0.003 0.005 0.445
H -1.805 -3.799 -2.750 0.006 0.008 -0.003 0.319
H 1.124 -1.684 -5.152 0.000 0.011 0.020 0.292
H 2.731 -0.976 -6.861 0.001 0.003 0.002 0.422
H 3.357 1.405 -7.068 -0.005 0.000 0.001 0.403
H 2.372 3.084 -5.551 0.001 -0.005 0.002 0.448
H 0.753 2.391 -3.821 -0.004 -0.014 0.002 0.277
H -1.223 -1.718 -5.435 -0.012 0.035 0.003 0.284
H -3.454 -2.234 -6.320 0.004 0.004 0.002 0.437
H -5.466 -1.302 -5.229 0.004 0.004 -0.003 0.429
H -5.244 0.156 -3.241 0.020 0.023 0.007 0.481
H -3.015 0.701 -2.357 -0.025 0.014 -0.073 -0.006
F -3.739 0.582 1.397 -0.036 0.018 -0.048 -0.347
B -3.904 1.390 0.302 0.109 0.121 0.097 -0.166
F -2.468 1.451 -0.354 -0.217 -0.228 -0.112 0.080
F -4.205 2.689 0.602 0.042 -0.074 -0.008 -0.278
F -4.683 0.853 -0.692 0.021 -0.043 0.063 -0.227
N 3.532 -2.142 3.685 0.039 0.013 -0.003 -0.336
C 2.181 -2.036 3.665 0.046 -0.015 0.105 0.095
N 1.501 -3.095 4.149 0.029 0.058 -0.039 -0.323
S 1.412 -0.694 3.050 -0.132 -0.016 -0.025 -0.151
H 3.979 -2.824 4.277 -0.004 0.012 0.028 0.219
H 4.036 -1.283 3.530 0.032 0.017 0.010 0.123
H 1.955 -3.926 4.485 0.000 -0.005 0.000 0.184
H 0.499 -3.065 4.103 -0.016 -0.006 0.014 0.195
```
Forces are in eV/Å.

Values from the calculation:
total charge: +1
LUMO level (alpha / beta): -3.603 / -3.277 eV
molecular weight: 1080.0 Da
relative energy (zero: lowest compared OMol25 entry of this formula, charge and spin): 4.5 kcal/mol
spin multiplicity: 2
<S²>: 0.766
E_tot: -4449.28215 Eh

***

No. 2
Here is a structure of composition C22H24O5P2S4W from OMol25. Energies are from ωB97M-V/def2-TZVPD.

```
58
Properties=species:S:1:pos:R:3:forces:R:3:mulliken_charge:R:1
W 0.266 1.162 0.792 -0.517 1.867 -0.144 1.070
O 1.264 -0.693 1.541 0.025 -0.210 -0.023 -0.489
S 0.913 -0.442 2.979 0.149 0.048 -0.111 1.434
O 1.881 -0.803 3.945 -0.061 0.055 0.068 -0.631
O 0.518 1.013 2.919 0.006 -0.200 0.081 -0.574
C -0.598 -1.289 3.258 -0.072 -0.149 0.065 0.399
C -0.826 -1.774 4.535 -0.025 -0.013 -0.117 -0.664
C -2.038 -2.391 4.811 -0.072 -0.041 0.062 -0.720
C -2.994 -2.518 3.818 -0.019 -0.015 0.005 -0.786
C -2.753 -2.030 2.538 -0.085 -0.069 0.038 -0.146
C -1.550 -1.408 2.234 0.054 0.132 0.084 -0.199
P -1.232 -0.795 0.543 -0.394 -0.387 -0.093 0.218
C -2.830 -0.424 -0.205 -0.020 -0.027 -0.041 0.711
C -2.998 -0.658 -1.567 -0.099 -0.031 -0.023 -0.484
C -4.170 -0.259 -2.197 0.027 -0.006 0.055 -0.758
C -5.172 0.362 -1.467 -0.001 -0.002 0.024 -0.524
C -5.006 0.591 -0.105 0.005 -0.001 -0.025 -0.819
C -3.834 0.209 0.526 -0.069 0.108 0.009 -0.243
C -0.567 -2.226 -0.353 0.150 -0.031 0.104 0.937
C -0.894 -3.511 0.079 -0.009 -0.052 -0.075 -0.685
C -0.407 -4.618 -0.598 -0.003 0.013 -0.012 -0.703
C 0.415 -4.454 -1.705 -0.002 0.012 0.016 -0.588
C 0.750 -3.178 -2.134 -0.030 -0.030 0.024 -0.781
C 0.266 -2.068 -1.459 0.013 0.064 -0.045 0.024
H -0.062 -1.671 5.294 -0.014 0.005 -0.036 0.537
H -2.233 -2.770 5.806 0.014 0.001 -0.035 0.424
H -3.937 -3.004 4.034 0.029 0.023 -0.015 0.436
H -3.511 -2.137 1.772 0.023 -0.019 0.038 0.601
H -2.226 -1.159 -2.137 -0.007 0.005 -0.002 0.374
H -4.300 -0.441 -3.256 0.007 0.003 0.021 0.441
H -6.086 0.670 -1.958 0.007 -0.007 0.012 0.417
H -5.789 1.073 0.465 0.014 -0.007 -0.018 0.426
H -3.704 0.410 1.584 0.003 0.009 -0.060 0.532
H -1.525 -3.664 0.943 0.000 0.013 0.018 0.378
H -0.668 -5.611 -0.254 0.014 0.026 -0.015 0.440
H 0.799 -5.321 -2.227 -0.009 0.013 0.004 0.404
H 1.395 -3.042 -2.993 -0.016 -0.003 0.026 0.462
H 0.548 -1.082 -1.804 -0.017 -0.064 0.044 0.160
C 5.703 0.483 -1.999 0.045 -0.103 -0.025 -1.221
C 4.902 1.751 -1.939 -0.055 0.107 0.113 -0.211
O 3.480 1.395 -1.926 0.251 -0.250 -0.226 -0.173
P 2.423 2.191 -1.120 0.009 0.063 -0.079 0.966
S 0.617 1.475 -1.632 -0.041 -0.248 0.274 -0.486
S 2.587 2.010 0.869 -0.088 0.105 0.138 -0.366
O 2.655 3.670 -1.567 -0.075 0.271 -0.056 -0.278
C 1.900 4.781 -0.980 0.076 -0.099 -0.074 -0.126
C 2.176 5.997 -1.816 -0.016 0.145 -0.022 -1.325
H 6.765 0.729 -2.030 -0.023 -0.005 -0.007 0.387
H 5.455 -0.086 -2.895 0.012 0.005 0.026 0.308
H 5.518 -0.138 -1.122 0.001 0.021 -0.019 0.293
H 5.048 2.383 -2.811 0.020 0.028 -0.032 0.292
H 5.124 2.331 -1.043 0.028 -0.008 0.017 0.402
H 2.233 4.898 0.050 0.029 -0.004 0.035 0.353
H 0.843 4.514 -0.983 -0.049 -0.039 -0.021 0.268
H 3.239 6.236 -1.815 -0.016 -0.005 -0.002 0.331
H 1.633 6.847 -1.399 0.022 -0.015 -0.028 0.401
H 1.847 5.847 -2.844 0.006 0.004 0.031 0.327
S -1.258 2.640 1.000 0.864 -1.007 0.049 -0.172
```
Forces are in eV/Å.

Values from the calculation:
total charge: +1
LUMO level (alpha / beta): -4.109 / -4.309 eV
molecular weight: 742.5 Da
relative energy (zero: lowest compared OMol25 entry of this formula, charge and spin): 0.0 kcal/mol
spin multiplicity: 2
<S²>: 0.772
E_tot: -3571.46152 Eh